Computed, not measured: F2N2 in the gas phase, with ωB97M-V with the def2-TZVPD basis set.

Results
**Orbital gap**: 12.352 eV
**SMILES string**: F/N=N/F
**Total charge**: 0

Geometry as XYZ:
```
4
F2N2 | the Open Molecules 2025 dataset | ωB97M-V with the def2-TZVPD basis set
F 0.10072 -0.07505 1.68602
N 0.40948 0.04341 0.38516
N -0.55462 0.01641 -0.35422
F 0.04442 0.01523 -1.71696
```



Computed, not measured: a 2-piece molecular cluster, F2N2O2 overall, with ωB97M-V with the def2-TZVPD basis set.

Results
**Orbital gap (spin up / spin down)**: 8.005 / 8.018 eV
**Total charge**: 0

Geometry as XYZ:
```
6
F2N2O2 | the Open Molecules 2025 dataset | ωB97M-V with the def2-TZVPD basis set
N 0.79674 -0.09155 -0.26229
N -0.83986 -0.15692 -0.45473
O 1.16615 1.00119 -0.39141
O 1.12289 -1.13608 0.11460
F -1.03365 -0.66927 1.72258
F -1.21228 1.05262 -0.72875
```



Computed, not measured: F2NOP in the gas phase, with ωB97M-V with the def2-TZVPD basis set.

Results
**Orbital gap (spin up / spin down)**: 8.068 / 8.082 eV
**SMILES string**: O=NP(F)F
**Total charge**: 0

Geometry as XYZ:
```
5
F2NOP | the Open Molecules 2025 dataset | ωB97M-V with the def2-TZVPD basis set
O 0.09374 -1.47147 1.15033
N 0.16931 -0.62040 0.32401
P -0.34976 0.96996 0.24712
F -1.26614 0.75455 -1.05523
F 1.09919 1.27831 -0.81886
```



Computed, not measured: a 2-piece molecular cluster, F2O3S overall, with ωB97M-V with the def2-TZVPD basis set.

Results
**Orbital gap (spin up / spin down)**: 9.696 / 8.304 eV
**Total charge**: 0

Geometry as XYZ:
```
6
F2O3S | the Open Molecules 2025 dataset | ωB97M-V with the def2-TZVPD basis set
O -0.77469 -0.28935 1.52069
O -1.53181 1.13354 -0.38679
O 1.60240 0.54317 -0.64104
F 2.34935 -0.21599 0.19035
F -0.82972 -1.22629 -0.82633
S -0.81552 0.05492 0.14312
```



The evaluated max |F| for the records listed, in turn: 2.668, 3.355, 4.886, 3.888 eV/A.